[1]
ORCA calculation (ωB97M-V with the def2-TZVPD basis set) on a 2-piece molecular cluster, C6H15N2 overall.

```
23
Properties=species:S:1:pos:R:3
C -0.3620 -0.4891 1.5061
C 0.0816 1.6709 -1.3396
C -0.4220 -1.8044 2.2043
C -0.6550 0.7280 2.3107
C -0.6009 1.2209 -2.5362
C 0.1765 -1.4498 -0.5980
N -0.0747 -0.3246 0.2676
N 1.5360 1.4080 -1.3791
H -1.2536 -2.3954 1.8157
H -0.5706 -1.6605 3.2690
H 0.4893 -2.3781 2.0400
H -1.6435 0.6338 2.7569
H -0.6267 1.6136 1.6823
H 0.0559 0.8265 3.1288
H -0.0377 0.6146 -3.2529
H -0.9376 2.1509 -3.0203
H -1.5389 0.7335 -2.2616
H -0.1547 -1.1957 -1.6058
H 1.2469 -1.6793 -0.6257
H -0.3516 -2.3530 -0.2888
H 1.8510 0.6980 -2.0653
H 1.7981 1.1263 -0.4276
H 1.9942 2.3051 -1.5805
```

Values from the calculation:
DFT total energy, eV: -9435.248
Relative energy (zero: lowest compared OMol25 entry of this formula, charge and spin), eV: 4.724
Total charge: +1
HOMO, eV: -13.0
Frontier orbital gap, eV: 8.60
LUMO level, eV: -4.4

[2]
ORCA calculation (ωB97M-V with the def2-TZVPD basis set) on a 2-piece molecular cluster, C6H15N2 overall.

```
23
Properties=species:S:1:pos:R:3
C -0.3339 -1.1752 -0.7996
N 0.2288 -0.0739 -1.6123
C 0.5621 -0.3594 -2.9904
C -0.3704 -0.6726 0.6119
N -0.7891 0.6546 0.7212
C -0.5191 1.1154 2.0128
C 0.7488 0.3667 2.5121
C 0.9605 -0.7245 1.3947
H 0.2567 -2.0795 -0.8721
H -1.3141 -1.3990 -1.2168
H -0.3993 0.7041 -1.4804
H -0.1926 -0.0747 -3.7077
H 1.4559 0.2097 -3.2656
H 0.7448 -1.4278 -3.0775
H -1.0898 -1.2850 1.2056
H -2.4136 4.1660 -5.6274
H -2.0797 4.3607 -4.9715
H -0.5122 2.1989 2.0129
H -1.3103 0.8719 2.7288
H 0.6155 -0.1360 3.4655
H 1.6012 1.0286 2.5207
H 1.7942 -0.4706 0.7535
H 1.1199 -1.7081 1.8082
```

Values from the calculation:
DFT total energy, eV: -9433.892
Relative energy (zero: lowest compared OMol25 entry of this formula, charge and spin), eV: 6.080
Total charge: +1
HOMO, eV: -13.1
Frontier orbital gap, eV: 5.25
LUMO level, eV: -7.9

[3]
ORCA calculation (ωB97M-V with the def2-TZVPD basis set) on an isolated ion of composition C6H15N2O and charge +1.

```
24
Properties=species:S:1:pos:R:3
C 1.4015 -1.3428 -0.3990
C 0.4842 -0.1786 0.1178
C -0.9269 -0.1207 -0.3053
C -1.7370 -1.3572 -0.0779
C -1.7121 0.9718 0.4897
N -2.7237 1.6892 -0.0086
N 1.1211 1.0895 -0.2865
C 2.5081 1.2469 0.2638
O 0.3000 2.1473 -0.0403
H 0.9701 -1.8367 -1.3495
H 1.6271 -2.0964 0.3569
H 2.3656 -1.0671 -0.6409
H 0.4540 -0.1464 1.1869
H -0.9550 0.2580 -1.3132
H -1.7200 -1.8660 0.9733
H -1.3880 -2.1585 -0.6859
H -2.7888 -1.2432 -0.4019
H -1.7477 0.9522 1.5660
H -3.4066 2.2400 0.6052
H -3.0490 1.6877 -0.9341
H 1.4293 1.0371 -1.2566
H 2.6682 0.6827 1.2049
H 3.1919 1.0785 -0.4840
H 2.5096 2.2418 0.5931
```

Values from the calculation:
DFT total energy, eV: -11483.275
Relative energy (zero: lowest compared OMol25 entry of this formula, charge and spin), eV: 3.185
Total charge: +1
HOMO (alpha / beta), eV: -13.2 / -13.2
Frontier orbital gap (alpha / beta), eV: 9.47 / 9.47
LUMO level (alpha / beta), eV: -3.7 / -3.7